Entry from the OMol25 dataset: a cluster of 2 separate species, C4H12O in total in a non-equilibrium geometry (ωB97M-V/def2-TZVPD).

Results
**Total charge**: 0
**Molecular weight**: 76.14 g/mol
**HOMO-LUMO gap**: 11.253 eV
**Relative energy (zero: lowest compared OMol25 entry of this formula, charge and spin)**: 158.65 kJ/mol
**E_HOMO**: -10.25 eV

Cartesian coordinates (Å):
C  0.610  2.490  -1.046
C  -0.517  2.295  0.098
O  -0.373  1.034  0.669
H  1.592  2.254  -0.714
H  0.487  3.476  -1.416
H  0.321  1.777  -1.919
H  -0.241  2.973  0.848
H  -1.549  2.364  -0.122
H  -0.048  0.395  -0.030
C  -0.560  -2.622  -0.044
C  0.610  -2.185  0.857
H  -1.600  -2.693  0.481
H  -0.771  -1.870  -0.765
H  -0.495  -3.613  -0.313
H  0.386  -1.199  1.266
H  1.604  -2.266  0.371
H  0.544  -2.608  1.779

Entry from the OMol25 dataset: a cluster of 2 separate species, C4H12O in total in a non-equilibrium geometry (ωB97M-V/def2-TZVPD).

Results
**Total charge**: +1
**Molecular weight**: 76.14 g/mol
**HOMO-LUMO gap (spin up / spin down)**: 10.257 / 4.147 eV
**Multiplicity**: 2
**Relative energy (zero: lowest compared OMol25 entry of this formula, charge and spin)**: 185.96 kJ/mol
**E_HOMO (spin up / spin down)**: -14.67 / -14.48 eV

Cartesian coordinates (Å):
C  1.535  1.146  0.024
C  2.478  1.081  -1.212
H  0.634  1.683  0.000
H  1.419  0.080  0.361
H  2.129  1.516  0.980
H  3.334  0.601  -1.295
H  2.755  2.062  -1.666
H  1.790  0.714  -1.978
C  -1.314  -1.284  0.451
C  -2.273  -0.282  1.102
O  -1.507  -1.383  -0.916
H  -0.254  -1.190  0.555
H  -1.263  -2.361  0.918
H  -3.371  -0.479  0.794
H  -1.860  -2.397  -1.111
H  -1.946  0.820  0.837
H  -2.286  -0.328  2.155

Entry from the OMol25 dataset: a cluster of 2 separate species, C4H12O2 in total in a non-equilibrium geometry (ωB97M-V/def2-TZVPD).

Results
**Total charge**: 0
**Molecular weight**: 92.14 g/mol
**HOMO-LUMO gap**: 10.776 eV
**Relative energy (zero: lowest compared OMol25 entry of this formula, charge and spin)**: 100.76 kJ/mol
**E_HOMO**: -10.01 eV

Cartesian coordinates (Å):
C  -1.485  0.979  1.374
C  -0.289  0.706  0.452
C  -0.771  0.026  -0.890
C  0.517  -0.165  -1.714
O  -1.835  0.670  -1.602
H  -2.114  0.102  1.479
H  -2.205  1.699  0.902
H  -1.084  1.285  2.350
H  0.126  1.695  0.165
H  0.520  0.102  1.086
H  -1.172  -1.078  -0.872
H  0.398  -1.028  -2.361
H  0.736  0.708  -2.344
H  1.426  -0.433  -1.242
H  -2.024  1.613  -1.413
O  3.005  -1.939  1.668
H  2.787  -2.286  0.841
H  3.465  -2.656  2.119

Entry from the OMol25 dataset: a cluster of 3 separate species, C4H12O2 in total in a non-equilibrium geometry (ωB97M-V/def2-TZVPD).

Results
**Total charge**: 0
**Molecular weight**: 92.14 g/mol
**HOMO-LUMO gap**: 9.455 eV
**Relative energy (zero: lowest compared OMol25 entry of this formula, charge and spin)**: 189.49 kJ/mol
**E_HOMO**: -8.62 eV

Cartesian coordinates (Å):
C  1.233  -1.275  1.009
C  -0.003  -0.650  1.302
C  -1.465  -1.182  1.450
C  0.150  0.845  1.635
H  2.182  -0.747  0.897
H  1.182  -2.299  0.801
H  -1.495  -2.061  2.154
H  -1.859  -1.543  0.551
H  -1.953  -0.334  1.975
H  0.476  1.417  0.781
H  0.718  1.183  2.471
H  -0.821  1.285  2.037
O  4.073  0.391  -1.042
H  4.099  1.212  -1.607
H  4.345  -0.209  -1.736
O  -3.515  1.419  -3.846
H  -2.967  1.033  -4.663
H  -4.380  1.514  -4.169

Entry from the OMol25 dataset: a cluster of 2 separate species, C4H12O2 in total in a non-equilibrium geometry (ωB97M-V/def2-TZVPD).

Results
**Total charge**: 0
**Molecular weight**: 92.14 g/mol
**HOMO-LUMO gap**: 11.299 eV
**Relative energy (zero: lowest compared OMol25 entry of this formula, charge and spin)**: 128.70 kJ/mol
**E_HOMO**: -10.36 eV

Cartesian coordinates (Å):
C  -1.603  0.978  -0.220
C  -0.744  1.204  0.949
O  -1.515  1.814  2.028
H  -2.242  1.988  -0.391
H  -1.135  0.850  -1.205
H  -2.319  0.172  0.020
H  0.128  1.792  0.742
H  -0.302  0.274  1.477
H  -1.476  2.758  1.918
C  0.665  -2.006  -0.490
C  1.558  -0.916  -1.167
O  2.211  -0.124  -0.105
H  0.028  -1.441  0.279
H  -0.029  -2.485  -1.197
H  1.273  -2.768  0.110
H  0.870  -0.176  -1.714
H  2.352  -1.297  -1.787
H  2.281  -0.618  0.752

Entry from the OMol25 dataset: a cluster of 2 separate species, C4H12O2 in total in a non-equilibrium geometry (ωB97M-V/def2-TZVPD).

Results
**Total charge**: 0
**Molecular weight**: 92.14 g/mol
**HOMO-LUMO gap**: 11.094 eV
**Relative energy (zero: lowest compared OMol25 entry of this formula, charge and spin)**: 184.68 kJ/mol
**E_HOMO**: -10.16 eV

Cartesian coordinates (Å):
C  2.540  0.426  -0.558
C  1.247  1.108  -0.507
C  0.127  0.465  0.415
C  -1.271  1.167  0.110
O  -0.175  -0.953  0.271
H  3.233  0.808  -1.238
H  2.945  0.744  0.459
H  2.390  -0.693  -0.525
H  0.775  1.142  -1.420
H  1.536  2.201  -0.137
H  0.582  0.537  1.381
H  -1.908  0.517  0.510
H  -1.259  1.252  -1.075
H  -1.459  2.062  0.457
H  -0.262  -0.988  -0.683
O  -3.098  -2.928  0.894
H  -2.374  -3.341  1.388
H  -3.568  -3.525  0.259

Entry from the OMol25 dataset: a cluster of 2 separate species, C4H12O2 in total in a non-equilibrium geometry (ωB97M-V/def2-TZVPD).

Results
**Total charge**: +1
**Molecular weight**: 92.14 g/mol
**HOMO-LUMO gap (spin up / spin down)**: 10.423 / 4.203 eV
**Multiplicity**: 2
**Relative energy (zero: lowest compared OMol25 entry of this formula, charge and spin)**: 267.14 kJ/mol
**E_HOMO (spin up / spin down)**: -14.01 / -13.98 eV

Cartesian coordinates (Å):
C  -0.076  1.603  0.514
O  -1.104  1.072  -0.470
C  0.021  3.037  0.023
H  0.772  1.079  0.161
H  -0.455  1.231  1.549
H  -1.967  1.412  -0.266
H  -1.032  3.560  0.042
H  0.584  3.098  -0.892
H  0.693  3.470  0.774
C  -0.244  -1.884  -0.300
O  -0.066  -2.215  -1.649
C  0.919  -2.679  0.508
H  -1.326  -2.265  -0.103
H  -0.159  -0.920  0.097
H  -0.112  -1.318  -2.151
H  1.366  -1.830  1.079
H  1.756  -3.018  -0.155
H  0.429  -3.430  1.238

Entry from the OMol25 dataset: a cluster of 2 separate species, C4H12O2 in total in a non-equilibrium geometry (ωB97M-V/def2-TZVPD).

Results
**Total charge**: +1
**Molecular weight**: 92.14 g/mol
**HOMO-LUMO gap (spin up / spin down)**: 12.006 / 4.585 eV
**Multiplicity**: 2
**Relative energy (zero: lowest compared OMol25 entry of this formula, charge and spin)**: 257.34 kJ/mol
**E_HOMO (spin up / spin down)**: -15.25 / -14.33 eV

Cartesian coordinates (Å):
C  -2.362  1.609  -0.877
O  -1.095  1.971  -0.420
H  -0.183  2.029  -0.826
H  -2.988  2.403  -0.518
H  -2.595  0.504  -0.477
H  -2.484  1.491  -1.917
C  0.640  -0.544  0.275
C  1.060  -1.737  -0.563
C  0.891  -0.566  1.786
O  1.167  0.658  -0.160
H  -0.416  -0.406  0.107
H  1.580  -1.578  -1.428
H  0.001  -0.610  2.474
H  1.327  -1.577  1.940
H  1.510  0.327  1.978
H  2.106  0.632  -0.490
H  0.070  -2.246  -0.939
H  1.771  -2.361  0.054

Entry from the OMol25 dataset: a cluster of 5 separate species, C4H12O3 in total (ωB97M-V/def2-TZVPD).

Results
**Total charge**: -1
**Molecular weight**: 108.14 g/mol
**HOMO-LUMO gap (spin up / spin down)**: 7.443 / 4.156 eV
**Multiplicity**: 2
**Relative energy (zero: lowest compared OMol25 entry of this formula, charge and spin)**: 431.89 kJ/mol
**E_HOMO (spin up / spin down)**: -3.70 / -3.69 eV

Cartesian coordinates (Å):
C  0.483  -1.060  1.643
C  -0.420  -0.894  0.605
C  -0.967  0.380  0.280
C  -1.793  0.437  -0.795
H  0.787  -2.069  1.893
H  0.850  -0.169  2.141
H  -0.812  -1.725  -0.009
H  -0.618  1.212  0.864
H  -2.223  1.391  -1.083
H  1.110  -1.999  -1.939
H  1.011  2.540  0.852
H  1.258  4.041  1.263
O  0.539  3.448  1.031
H  -1.936  -0.482  -1.381
H  -1.524  -3.007  -2.299
O  -1.433  -2.450  -1.520
H  1.515  -2.146  -2.559
H  2.458  1.341  0.201
O  1.717  1.213  0.810

Entry from the OMol25 dataset: a cluster of 2 separate species, C4H12O3 in total in a non-equilibrium geometry (ωB97M-V/def2-TZVPD).

Results
**Total charge**: 0
**Molecular weight**: 108.14 g/mol
**HOMO-LUMO gap**: 11.039 eV
**Relative energy (zero: lowest compared OMol25 entry of this formula, charge and spin)**: 172.79 kJ/mol
**E_HOMO**: -10.33 eV

Cartesian coordinates (Å):
O  -1.126  -0.038  1.964
C  -0.881  -1.235  1.186
C  0.542  -1.201  0.706
C  0.844  -0.229  -0.380
C  -0.179  0.322  -1.439
O  0.023  -0.528  -2.577
H  -0.501  -0.175  2.635
H  -1.161  -2.135  1.809
H  -1.639  -1.195  0.376
H  0.741  -2.266  0.307
H  1.237  -0.974  1.507
H  1.543  -0.751  -1.069
H  1.435  0.588  0.056
H  0.119  1.334  -1.843
H  -1.259  0.628  -1.254
H  -0.505  -1.354  -2.539
O  0.608  3.037  0.349
H  -0.171  3.614  0.644
H  0.332  2.557  -0.440

- Look up the relative energy (zero: lowest compared OMol25 entry of this formula, charge and spin) of the second one.
  185.96 kJ/mol